Formula: C5H6MnO4
Source: the Open Molecules 2025 dataset
Level of theory: wB97M-V/def2-TZVPD

Geometry (Å):
C -2.182 0.540 -0.145
Mn 0.341 1.319 -0.818
H 0.716 -1.885 1.206
H -1.530 -1.091 -1.412
C 2.708 2.099 0.793
C 2.206 -0.809 0.057
H -1.818 -1.593 0.323
H -3.219 0.411 -0.512
H -2.257 0.724 0.947
O 2.557 0.394 -0.429
C -1.473 -0.799 -0.353
H 3.039 -1.470 0.321
C 0.971 -1.192 0.405
O 1.559 2.308 0.545
O -1.525 1.580 -0.794
O -0.092 -0.537 -0.134

Properties
Energy relative to the best compared isomer or geometry (same formula, charge and spin), kcal per mole: 40.5
2S+1: 6
HOMO energy (spin up / spin down), Ha: -0.282 / -0.284

Atom charges from the Löwdin analysis, given in e for atoms 1 to 4: atom 1 (C): -0.34, atom 2 (Mn): 1.08, atom 3 (H): 0.12, atom 4 (H): 0.13

=====

Formula: C35H35AsF12FeI2N3O2
Source: the Open Molecules 2025 dataset
Level of theory: wB97M-V/def2-TZVPD

Geometry (Å):
C 3.181 -1.061 -2.807
C 3.325 -5.080 -0.193
F 0.339 0.005 3.879
C 4.584 -1.151 0.542
H -4.600 3.983 -2.933
H -0.547 -2.537 4.307
C -1.200 -1.781 2.407
C -1.741 -1.784 -4.463
I -5.129 4.336 1.807
C -1.007 2.951 0.557
C -3.617 2.187 -2.255
C -2.599 2.703 -1.401
H 1.786 -2.303 -1.707
C -2.044 -3.148 -4.675
C 2.795 -1.907 -1.580
C -1.398 -2.341 3.667
C -1.621 -4.079 -3.773
H 6.054 -0.773 2.078
C 0.240 -1.455 1.958
C -0.861 -3.652 -2.663
C -2.353 2.466 -0.082
C -1.102 0.871 -3.891
H -2.498 -4.314 5.534
O 0.004 2.213 0.016
F 0.189 2.836 2.636
H 4.329 -5.721 -1.978
C -1.796 0.542 -5.073
C 0.892 -2.782 1.527
H 3.498 -2.722 -1.413
H -3.554 -1.190 -2.038
H 5.319 -5.799 -0.512
H 0.378 1.072 -1.757
F -1.911 5.176 0.484
N -0.560 -2.402 -2.429
H 4.701 -2.235 0.497
O 0.445 -0.609 0.901
H -2.612 -3.434 -5.553
H 2.339 -4.919 -0.606
C 4.311 -5.929 -0.905
H -1.922 3.408 -1.882
H 0.427 -0.583 -1.442
F 0.135 4.972 1.158
C 1.060 -0.861 3.172
F 0.969 -3.763 2.409
F 2.254 -2.480 1.206
Fe -0.962 0.502 0.126
I -3.948 1.535 0.901
H -0.879 1.907 -3.666
C -1.015 -1.462 -3.297
F -1.232 1.271 2.161
H 3.140 -1.670 -3.711
F 2.142 -0.199 2.716
N -2.197 -1.055 0.302
H 5.192 -0.733 -0.276
C -3.577 -0.230 -1.528
H 3.492 -4.775 0.830
C -2.654 -2.653 4.168
C -2.802 -3.265 5.537
F 0.372 -3.247 0.404
C -3.589 -1.854 2.100
C -3.754 -2.389 3.364
F -1.918 3.243 2.809
H -1.843 -5.130 -3.898
C -4.028 0.878 -2.284
F 1.534 -1.796 4.024
H -4.641 0.617 -3.142
C -3.100 -0.248 -0.246
C -4.070 3.125 -3.348
C 5.002 -0.562 1.884
H -4.734 2.620 -4.049
As 2.796 -0.664 -0.085
H -3.836 -3.220 5.876
H -4.449 -1.688 1.461
H -3.213 3.516 -3.906
H 2.496 -0.224 -2.956
C -0.993 2.648 2.077
H 4.867 0.520 1.908
H -4.751 -2.610 3.726
H 4.196 -0.665 -2.735
H 4.069 -6.996 -0.808
H -2.184 -2.746 6.270
C -2.323 -1.548 1.593
C -0.746 -0.099 -3.001
N -0.142 0.197 -1.755
H -2.080 1.335 -5.753
C -2.132 -0.751 -5.350
H -0.489 -4.383 -1.952
F -0.341 4.686 -0.930
H 4.421 -0.986 2.698
H -2.689 -1.005 -6.244
C -0.790 4.476 0.323

Properties
Energy relative to the best compared isomer or geometry (same formula, charge and spin), kcal per mole: 7.4
2S+1: 2
HOMO energy (spin up / spin down), Ha: -0.242 / -0.242

Atom charges from the Löwdin analysis, given in e for atoms 1 to 4: atom 1 (C): -0.16, atom 2 (C): -0.05, atom 3 (F): 0.18, atom 4 (C): -0.44

=====

Formula: C13H14NP
Source: the Open Molecules 2025 dataset
Level of theory: wB97M-V/def2-TZVPD

Geometry (Å):
C 0.266 1.912 2.050
C -0.281 1.541 3.228
H 0.721 -1.855 -1.618
C -2.025 -1.097 -1.967
C 2.396 -1.318 0.111
C 0.638 0.992 1.056
C -1.028 0.381 -3.276
H -1.340 -0.354 -0.072
H -0.025 -0.062 -3.608
C 0.120 -0.718 2.618
C 0.507 -0.328 1.333
P 1.427 1.658 -0.541
H 2.810 -2.320 -0.033
H 2.898 -0.813 0.867
C -0.914 1.490 -2.371
C -0.379 0.216 3.579
H 0.443 2.941 1.886
H 0.316 -1.746 2.945
C -1.085 -0.918 -0.971
N 0.888 -1.267 0.336
C 0.196 -1.286 -0.921
H -3.031 -0.724 -1.927
H 2.724 -0.830 -0.858
H -0.491 2.403 3.962
C 0.039 1.533 -1.437
H -0.597 -0.179 4.552
H -1.994 -2.115 -2.553
H -1.768 2.101 -2.111
H -1.434 0.762 -4.258

Properties
Energy relative to the best compared isomer or geometry (same formula, charge and spin), kcal per mole: 102.1
HOMO energy (spin up / spin down), Ha: -0.270 / -0.270

Atom charges from the Löwdin analysis, given in e for atoms 1 to 4: atom 1 (C): -0.13, atom 2 (C): -0.12, atom 3 (H): 0.11, atom 4 (C): -0.01

=====

Formula: C3H11O4
Source: the Open Molecules 2025 dataset
Level of theory: wB97M-V/def2-TZVPD

Geometry (Å):
H 0.000 -1.572 1.447
H 1.508 0.163 -1.239
C 0.960 0.158 1.617
H -0.694 0.228 0.295
H -1.348 -1.302 -0.512
O 0.318 -0.912 2.147
H -2.821 -0.760 -1.136
H -0.277 1.866 0.855
C 0.887 1.061 -0.887
H 1.053 0.945 2.382
H -0.784 0.705 -1.944
O 0.042 1.233 -2.056
H 1.583 1.748 -0.963
O -0.541 -2.105 -0.047
H 1.903 -0.183 1.200
C 0.110 0.899 0.467
H 0.168 -1.778 -0.760
O -2.068 -0.393 -0.866

Properties
Energy relative to the best compared isomer or geometry (same formula, charge and spin), kcal per mole: 44.1
HOMO energy, Ha: -0.186
Charge: -1

Atom charges from the Löwdin analysis, given in e for atoms 1 to 4: atom 1 (H): 0.05, atom 2 (H): 0.12, atom 3 (C): -0.32, atom 4 (H): 0.03

=====

Formula: C27H35N10OPbS
Source: the Open Molecules 2025 dataset
Level of theory: wB97M-V/def2-TZVPD

Geometry (Å):
C -1.677 1.345 1.628
C 3.986 -5.042 -1.026
H -0.725 6.426 -0.696
H -3.311 1.368 4.584
C -2.487 1.384 3.883
C -3.513 -6.047 -0.763
C 0.782 5.108 -0.983
N -0.550 5.450 -0.869
H 3.395 5.217 -0.187
H -4.400 -2.797 -1.180
H -2.548 2.983 -1.222
H 3.614 6.795 -0.928
H -4.549 -6.248 -1.025
C 1.347 -4.239 -0.860
C 3.075 5.858 -1.011
C 4.157 1.128 1.171
H 0.689 7.725 0.105
H -3.211 -7.785 0.440
H -3.711 4.896 -1.035
C -1.181 1.478 4.355
C -5.057 -3.487 0.783
H 2.123 -2.232 -0.720
H -3.752 1.236 2.156
N 1.167 3.857 -1.107
N 1.821 1.323 1.580
H 0.897 1.578 3.831
C -1.681 4.665 -0.985
C 3.682 -3.689 -0.902
C -3.149 -6.704 0.557
C 1.653 -5.597 -0.983
N -1.054 -4.666 -0.770
C -0.118 1.503 3.472
H -5.321 -4.422 1.273
H 2.056 8.173 -0.894
N 1.640 6.131 -0.936
H -1.872 1.287 0.563
H 3.219 -7.042 -1.163
O -0.315 -2.526 -0.715
S -1.956 -2.272 -0.631
H -0.994 1.533 5.418
H 4.481 -2.961 -0.871
N 0.673 1.446 1.134
H 4.287 1.087 2.243
N -2.826 5.365 -0.949
C -0.372 1.440 2.101
H -2.884 -6.403 -1.577
C 1.189 7.525 -0.846
H 2.174 3.792 -1.170
Pb 0.211 1.797 -1.354
C 5.225 1.030 0.287
H 0.855 -6.326 -1.014
C -4.604 -3.733 -0.648
H 5.019 -5.356 -1.092
H -4.281 -2.997 1.373
H 5.775 0.988 -1.797
H -5.376 -4.244 -1.219
H -5.942 -2.852 0.781
H 0.543 7.787 -1.685
N 2.637 1.331 -0.665
H -2.851 6.371 -0.958
N -1.620 3.375 -1.103
C 3.664 1.221 -1.508
H 3.340 5.402 -1.967
C 2.886 1.275 0.646
H -3.837 -6.415 1.351
C 2.367 -3.282 -0.819
N -3.392 -4.564 -0.722
C 4.975 1.070 -1.075
C -2.736 1.313 2.519
H -2.132 -6.458 0.857
C 2.975 -5.994 -1.066
H 6.234 0.919 0.659
C -0.041 -3.852 -0.780
H 3.435 1.256 -2.568
C -2.223 -4.006 -0.707

Properties
Energy relative to the best compared isomer or geometry (same formula, charge and spin), kcal per mole: 36.5
HOMO energy, Ha: -0.592
Charge: +3

Atom charges from the Löwdin analysis, given in e for atoms 1 to 4: atom 1 (C): -0.07, atom 2 (C): -0.03, atom 3 (H): 0.13, atom 4 (H): 0.12

=====

Formula: C2H6O2Si
Source: the Open Molecules 2025 dataset
Level of theory: wB97M-V/def2-TZVPD

Geometry (Å):
C 1.965 0.582 -0.089
O -1.353 -1.603 -0.453
H -0.940 -0.527 1.969
H 1.224 -1.123 -1.115
H 2.841 0.544 -0.760
Si -0.735 -0.509 0.550
H 2.145 1.073 0.828
O -2.277 1.585 0.153
C 1.007 -0.301 -0.334
H -1.644 2.293 -0.123
H -2.233 -2.013 -0.626

Properties
Energy relative to the best compared isomer or geometry (same formula, charge and spin), kcal per mole: 83.3
HOMO energy, Ha: -0.326

Atom charges from the Löwdin analysis, given in e for atoms 1 to 4: atom 1 (C): -0.08, atom 2 (O): -0.20, atom 3 (H): -0.04, atom 4 (H): 0.09